Molecular formula: C40H56KNO5S5Si
Method: DFT, wB97M-V/def2-TZVPD

## Properties
Total energy = -132503.34687 eV
Energy above the lowest of the compared OMol25 structures with the same formula, charge and spin = 20.9 kcal/mol
Total charge = -2
HOMO energy = -0.584 eV

Element x y z (Å)
K  0.757  0.297  0.604
S  -1.085  3.522  1.572
S  3.729  1.662  0.876
S  0.058  -2.811  -0.809
S  1.336  2.508  -1.511
S  0.544  -0.862  3.845
Si  -1.907  -3.041  -0.373
O  -0.202  -0.500  2.609
O  -2.524  -1.907  0.695
O  -2.974  -2.873  -1.648
O  -2.351  -4.535  0.262
O  -0.583  2.125  1.377
N  0.177  -0.197  -3.327
C  -0.280  5.957  0.692
C  -3.558  -0.934  0.516
C  2.284  -2.500  -5.300
C  -0.539  -2.002  4.718
C  -4.302  -4.709  -2.425
C  -3.822  -2.687  -3.830
C  -3.128  0.097  -0.528
C  4.049  2.450  -0.681
C  -0.999  -3.492  6.530
C  3.294  -1.651  -5.739
C  -4.887  -1.599  0.133
C  -2.637  -3.135  4.802
C  0.159  4.692  1.053
C  -3.722  -0.231  1.862
C  -1.634  -5.572  0.937
C  5.804  3.405  -2.121
C  3.072  2.798  -1.666
C  5.390  2.772  -0.959
C  0.653  6.901  0.286
C  -1.771  -2.263  4.150
C  -0.793  -6.365  -0.062
C  2.417  5.280  0.575
C  -0.743  -5.024  2.047
C  2.256  0.156  -4.511
C  -2.255  -3.741  5.987
C  0.057  2.876  4.033
C  1.223  -0.693  -4.086
C  3.522  3.447  -2.830
C  -3.257  -3.657  -2.797
C  1.493  4.331  0.988
C  -2.707  -6.477  1.540
C  1.264  -2.036  -4.484
C  -2.008  -4.329  -3.357
C  -0.130  -2.619  5.890
C  3.270  -0.321  -5.324
C  4.853  3.751  -3.074
C  0.369  0.553  5.025
C  1.998  6.558  0.229
C  -0.624  1.594  4.509
C  -0.932  3.838  3.381
H  -1.554  -4.985  -2.617
H  1.834  3.316  1.166
H  -1.930  3.734  3.816
H  -3.200  -5.979  2.380
H  -2.248  0.643  -0.180
H  -2.274  -7.417  1.897
H  -4.097  -3.210  -4.752
H  2.294  -3.547  -5.586
H  -1.340  6.191  0.701
H  -4.365  0.648  1.754
H  0.501  -2.712  -4.114
H  0.858  2.637  3.329
H  -4.565  -5.320  -3.295
H  -1.438  -6.843  -0.805
H  -4.182  -0.899  2.598
H  0.530  3.373  4.887
H  2.767  3.720  -3.559
H  -5.727  -0.978  0.459
H  -2.928  -4.430  6.484
H  -0.222  -7.144  0.453
H  -4.960  -1.756  -0.943
H  -3.461  -6.701  0.782
H  -3.080  -1.923  -4.066
H  0.326  7.889  -0.017
H  -1.345  -4.455  2.753
H  -2.014  -1.824  3.188
H  -0.692  -3.986  7.443
H  -3.601  -3.356  4.357
H  6.856  3.620  -2.278
H  -2.746  0.090  2.226
H  -0.265  -5.849  2.588
H  3.453  4.977  0.478
H  2.723  7.284  -0.122
H  0.857  -2.429  6.297
H  0.026  -4.372  1.632
H  -0.227  -0.882  -2.697
H  2.265  1.180  -4.158
H  -1.263  -3.584  -3.637
H  -0.619  4.877  3.468
H  4.065  0.356  -5.616
H  -5.206  -4.221  -2.052
H  5.139  4.248  -3.996
H  0.416  0.673  -2.845
H  -3.930  0.824  -0.698
H  4.095  -2.022  -6.367
H  0.070  0.121  5.978
H  -4.710  -2.192  -3.429
H  -2.894  -0.389  -1.473
H  -4.962  -2.573  0.623
H  -1.339  1.836  5.300
H  -1.191  1.166  3.679
H  6.122  2.497  -0.208
H  -0.097  -5.694  -0.569
H  -3.910  -5.353  -1.637
H  -2.271  -4.923  -4.238
H  1.373  0.968  5.132

These are the Mulliken partial charges, in e, on atoms 1 to 4: K 0.916; S -0.127; S -0.503; S -0.654